# 1
96
Properties=species:S:1:pos:R:3 method="wB97M-V/def2-TZVPD" charge=+1 multiplicity=1 e_tot_ev=-145749.0830 e_homo_ev=-11.76 homo_lumo_gap_ev=7.746
C 3.36 -0.98 4.10
C 3.58 -2.38 3.41
C 4.68 -2.29 2.30
C 4.41 -3.25 1.09
C 4.60 -2.58 -0.29
C 5.99 -1.91 -0.48
C 5.87 -0.66 -1.42
C 5.81 0.67 -0.63
C 5.13 1.75 -1.55
C 4.19 2.67 -0.69
C 2.74 2.73 -1.28
C 1.71 2.90 -0.13
N 1.06 1.62 0.25
S 2.14 0.47 0.95
C -0.25 1.46 0.04
N -1.07 2.40 -0.45
C -2.29 1.90 -0.46
Br -3.72 2.95 -1.09
N -2.27 0.67 -0.01
C -3.48 -0.14 0.13
C -3.70 -0.73 1.55
C -2.99 0.11 2.66
N -0.98 0.35 0.29
N -0.71 -0.92 0.74
C -0.52 -1.85 -0.18
C 0.74 -1.99 -1.01
C -1.54 -2.93 -0.44
H 2.32 -0.67 3.96
H 3.57 -1.05 5.17
H 4.01 -0.21 3.67
H 3.98 -3.06 4.18
H 2.63 -2.77 3.03
H 4.82 -1.26 1.95
H 5.63 -2.63 2.74
H 3.35 -3.54 1.16
H 5.00 -4.17 1.15
H 4.41 -3.33 -1.07
H 3.87 -1.76 -0.42
H 6.65 -2.62 -1.01
H 6.44 -1.60 0.47
H 4.99 -0.82 -2.06
H 6.78 -0.64 -2.04
H 6.84 1.03 -0.47
H 5.30 0.57 0.33
H 5.86 2.38 -2.07
H 4.52 1.23 -2.30
H 4.19 2.35 0.36
H 4.64 3.67 -0.70
H 2.72 3.63 -1.91
H 2.53 1.84 -1.89
H 0.98 3.71 -0.28
H 2.29 3.19 0.76
H 1.45 -0.04 2.01
H -3.57 -0.91 -0.65
H -4.34 0.52 -0.04
H -3.35 -1.76 1.60
H -4.76 -0.75 1.83
H -1.97 -0.24 2.85
H -3.00 1.17 2.37
H -3.57 0.01 3.59
H 0.79 -2.97 -1.49
H 1.58 -1.97 -0.31
H 0.83 -1.21 -1.78
H -2.24 -3.08 0.39
H -2.10 -2.54 -1.32
H -1.06 -3.85 -0.79
C 1.43 -0.31 -6.11
C 0.98 -0.61 -4.71
O 2.16 -0.42 -3.95
C 2.90 0.52 -4.63
O 3.82 1.11 -4.16
O 2.44 0.68 -5.89
F 0.58 -1.90 -4.58
H 1.87 -1.17 -6.61
H 0.63 0.09 -6.73
H 0.20 0.05 -4.33
C -5.31 4.83 1.57
C -5.16 6.16 2.26
O -6.35 6.24 3.03
C -6.70 4.95 3.33
O -7.47 4.64 4.17
O -6.03 4.07 2.53
F -5.16 7.18 1.37
H -5.89 4.90 0.65
H -4.35 4.37 1.35
H -4.29 6.25 2.91
C -7.72 -1.94 0.56
C -8.22 -2.65 -0.67
O -7.20 -3.59 -0.92
C -6.64 -3.88 0.29
O -5.94 -4.81 0.49
O -7.00 -2.97 1.23
F -8.31 -1.80 -1.73
H -7.05 -1.12 0.31
H -8.53 -1.56 1.18
H -9.17 -3.17 -0.54

***

# 2
89
Properties=species:S:1:pos:R:3 method="wB97M-V/def2-TZVPD" s_squared=3.758 charge=-1 multiplicity=4 e_tot_ev=-112961.5822 e_homo_ev="-3.18 / -3.19" homo_lumo_gap_ev="5.380 / 5.374" relative_energy_ev=0.951
C -5.18 0.25 -2.13
C -4.05 1.20 -1.89
H -5.80 0.14 -1.23
H -4.82 -0.74 -2.43
H -5.83 0.64 -2.92
C -4.30 2.52 -1.70
C -5.67 3.08 -1.55
H -3.50 3.25 -1.71
H -6.25 2.55 -0.78
H -6.23 3.04 -2.50
H -5.58 4.14 -1.27
V 0.27 -0.43 0.20
Cl -1.85 -1.86 1.80
C 2.33 1.34 -0.88
O 1.52 1.03 0.04
N 3.17 2.34 -0.65
C 3.00 3.03 0.62
C 3.95 2.97 -1.69
H 2.35 0.83 -1.86
H 2.98 2.32 1.44
H 2.07 3.61 0.63
H 3.85 3.71 0.72
H 4.26 2.23 -2.44
H 4.82 3.44 -1.22
H 3.36 3.75 -2.21
H 3.99 -2.05 1.78
H 3.50 -4.82 0.01
C 3.36 -2.79 2.29
C 2.86 -4.84 0.90
N 2.52 -3.49 1.33
H 2.74 -2.27 3.03
C 1.54 -2.80 0.78
O 1.30 -1.64 1.24
H 1.94 -5.38 0.65
H 0.96 -3.24 -0.05
H 3.99 -3.53 2.78
H 3.39 -5.33 1.72
H -3.44 0.68 1.26
H -3.25 4.00 1.65
C -3.36 1.19 2.23
C -2.66 3.57 2.48
N -2.29 2.19 2.19
H -3.16 0.44 3.01
C -1.01 1.84 1.99
O -0.65 0.66 1.76
H -1.75 4.17 2.62
H -0.27 2.66 2.07
H -4.30 1.70 2.44
H -3.28 3.62 3.39
O -2.71 -0.28 -0.69
C -2.66 0.57 -1.74
C -1.42 2.62 -0.87
C -1.52 1.63 -1.83
H -2.15 2.59 -0.05
C -0.51 3.67 -0.99
H -2.53 -0.01 -2.69
C -0.65 1.67 -2.93
H -0.50 4.47 -0.24
C 0.36 3.70 -2.08
C 0.33 2.67 -3.01
H -0.73 0.91 -3.70
H 1.04 4.55 -2.21
H 1.05 2.64 -3.83
Si -3.22 -3.11 0.81
Cl 0.58 -1.21 -1.82
C -4.45 -3.63 2.12
C -2.09 -4.54 0.29
C -4.07 -2.49 -0.71
H -5.04 -2.78 2.47
H -3.96 -4.07 2.99
H -5.14 -4.38 1.73
H -4.69 -1.64 -0.43
H -4.70 -3.29 -1.14
H -3.30 -2.20 -1.44
H -1.45 -4.24 -0.55
H -2.70 -5.40 -0.03
H -1.44 -4.88 1.11
S 3.38 0.30 -4.09
C 3.84 -1.10 -3.32
C 4.54 -1.08 -2.09
C 4.82 -2.27 -1.42
C 4.49 -3.50 -1.99
C 3.82 -3.54 -3.23
C 3.51 -2.37 -3.89
H 4.87 -0.12 -1.69
H 5.32 -2.23 -0.45
H 4.76 -4.44 -1.49
H 3.54 -4.50 -3.67
H 3.02 -2.37 -4.87

***

# 3
108
Properties=species:S:1:pos:R:3 method="wB97M-V/def2-TZVPD" charge=-1 multiplicity=1 e_tot_ev=-105590.8142 e_homo_ev=-9.17 homo_lumo_gap_ev=10.600 relative_energy_ev=1.723
P -17.55 2.54 -17.25
F -16.71 3.57 -16.38
F -18.96 3.28 -16.84
F -17.42 3.51 -18.49
F -18.42 1.43 -18.17
F -16.12 1.87 -17.64
F -17.60 1.59 -15.87
C -22.01 0.35 -11.59
C -21.23 -1.01 -11.41
C -21.27 -1.74 -10.10
O -21.70 -2.98 -10.35
C -21.92 -3.11 -11.73
O -22.23 -4.10 -12.31
O -21.82 -1.92 -12.25
H -21.93 0.72 -12.61
H -21.74 1.24 -11.02
H -23.03 0.18 -11.24
H -20.21 -0.90 -11.78
H -22.01 -1.36 -9.39
H -20.30 -1.77 -9.61
C -14.89 8.58 -17.19
C -13.51 7.95 -16.76
C -13.16 6.84 -17.69
O -11.83 7.17 -18.07
C -11.55 8.40 -17.68
O -10.57 9.01 -17.96
O -12.50 8.92 -16.92
H -15.15 9.37 -16.48
H -15.69 7.84 -17.27
H -14.77 9.06 -18.16
H -13.42 7.57 -15.75
H -13.94 6.64 -18.44
H -13.07 5.91 -17.13
C -14.67 -3.54 -18.43
C -15.25 -3.83 -17.03
C -16.78 -3.75 -16.80
O -17.17 -5.17 -16.70
C -16.07 -5.90 -16.53
O -16.05 -7.12 -16.42
O -14.99 -5.21 -16.85
H -14.89 -2.50 -18.66
H -15.01 -4.26 -19.18
H -13.58 -3.57 -18.35
H -14.78 -3.11 -16.37
H -17.34 -3.45 -17.69
H -17.04 -3.14 -15.94
C -23.62 1.72 -20.60
C -23.28 0.20 -20.72
C -23.79 -0.79 -19.64
O -24.71 -1.66 -20.31
C -24.94 -1.23 -21.54
O -25.67 -1.76 -22.38
O -24.06 -0.23 -21.86
H -23.21 2.33 -21.41
H -23.20 2.19 -19.71
H -24.69 1.89 -20.73
H -22.25 0.04 -21.06
H -24.31 -0.20 -18.88
H -22.91 -1.30 -19.25
C -9.49 0.50 -15.53
C -10.56 1.46 -14.98
C -11.26 1.25 -13.63
O -11.25 2.60 -13.09
C -10.38 3.34 -13.76
O -10.06 4.40 -13.37
O -9.96 2.72 -14.82
H -9.82 -0.54 -15.59
H -8.64 0.49 -14.84
H -9.18 0.74 -16.55
H -11.43 1.54 -15.63
H -10.68 0.57 -13.01
H -12.27 0.87 -13.76
C -20.75 8.89 -13.84
O -21.51 9.64 -14.74
C -21.92 10.96 -14.60
O -22.63 11.54 -15.43
O -21.26 11.54 -13.52
C -21.44 12.94 -13.26
H -20.52 7.91 -14.25
H -21.31 8.75 -12.92
H -19.89 9.57 -13.88
H -20.94 13.42 -12.42
H -22.50 13.17 -13.26
H -21.24 13.53 -14.16
C -19.47 13.63 -20.03
O -19.21 12.26 -20.13
C -20.22 11.32 -20.23
O -21.39 11.59 -20.35
O -19.67 10.11 -20.34
C -20.47 8.94 -20.37
H -18.62 14.32 -19.96
H -20.23 13.83 -19.28
H -19.99 14.06 -20.89
H -21.15 8.92 -21.23
H -21.09 8.84 -19.49
H -19.94 8.00 -20.56
C -15.88 2.09 -9.91
O -15.48 0.76 -10.14
C -15.20 -0.12 -9.18
O -15.27 0.12 -7.97
O -14.91 -1.22 -9.76
C -14.66 -2.36 -8.97
H -15.97 2.65 -10.84
H -15.25 2.67 -9.23
H -16.91 1.98 -9.56
H -13.64 -2.32 -8.60
H -14.74 -3.26 -9.59
H -15.16 -2.48 -8.01

***

# 4
94
Properties=species:S:1:pos:R:3 method="wB97M-V/def2-TZVPD" multiplicity=1 e_tot_ev=-88837.2226 e_homo_ev=-8.60 homo_lumo_gap_ev=8.939 smiles="CCCCO[C@](O[C@H](C[C@@H](C)O)OC(=O)c1ccccc1)([C@H](I)CC)[C@](F)(CCN(CC)C(C)=O)O[C@H](N)S.O=S1(=O)OCCO1"
C 3.19 2.47 -0.35
C 2.93 1.13 0.46
C 2.12 1.42 1.78
C 0.55 1.47 1.50
O 0.12 0.10 1.50
C -1.32 -0.05 1.35
O -1.88 1.23 1.12
C -3.16 1.48 1.65
C -4.34 0.60 1.11
C -5.62 0.63 2.06
C -5.53 -0.54 3.16
O -5.73 1.85 2.80
O -3.51 2.84 1.25
C -2.39 3.56 0.83
O -1.57 4.05 1.56
C -2.25 3.82 -0.70
C -1.32 3.15 -1.60
C -1.25 3.48 -3.02
C -2.13 4.47 -3.62
C -3.11 5.13 -2.73
C -3.15 4.82 -1.29
C -1.78 -0.79 2.67
I -1.12 0.35 4.45
C -1.07 -2.21 2.88
C -1.30 -2.75 4.38
C -1.53 -0.92 -0.02
F -2.32 -2.07 0.16
C -0.17 -1.41 -0.67
C 0.50 -2.64 0.06
N 1.50 -3.26 -0.85
C 2.70 -2.43 -1.06
C 3.68 -2.35 0.17
C 1.82 -4.62 -0.48
C 1.73 -5.71 -1.62
O 2.10 -4.97 0.64
O -2.07 -0.02 -1.00
C -3.14 -0.57 -1.75
N -2.77 -1.64 -2.70
S -3.78 0.88 -2.79
H 2.92 2.30 -1.43
H 4.28 2.72 -0.30
H 2.54 3.32 0.01
H 2.32 0.45 -0.19
H 3.90 0.64 0.70
H 2.32 0.67 2.60
H 2.37 2.45 2.18
H 0.45 2.00 0.51
H 0.14 2.07 2.36
H -3.24 1.49 2.77
H -4.66 0.97 0.09
H -4.10 -0.49 0.98
H -6.57 0.46 1.50
H -4.98 -0.17 4.07
H -6.55 -0.87 3.50
H -4.98 -1.43 2.75
H -6.65 2.16 2.84
H -0.64 2.36 -1.22
H -0.51 2.97 -3.69
H -2.09 4.74 -4.70
H -3.80 5.86 -3.21
H -3.92 5.37 -0.70
H -2.87 -0.98 2.75
H 0.03 -2.06 2.79
H -1.49 -3.01 2.22
H -0.44 -2.55 5.05
H -1.37 -3.88 4.28
H -2.30 -2.43 4.79
H -0.48 -1.81 -1.69
H 0.53 -0.57 -0.90
H -0.26 -3.43 0.30
H 1.05 -2.24 0.95
H 2.47 -1.39 -1.44
H 3.27 -2.91 -1.90
H 3.19 -2.35 1.18
H 4.31 -1.43 0.11
H 4.37 -3.24 0.16
H 0.62 -5.90 -1.77
H 2.17 -5.30 -2.56
H 2.25 -6.65 -1.28
H -4.03 -0.91 -1.18
H -3.64 -2.17 -2.87
H -2.57 -1.20 -3.60
H -5.15 0.66 -2.83
O 5.34 0.80 -4.07
S 5.79 0.07 -2.93
O 5.06 -1.02 -2.39
O 6.09 1.13 -1.74
C 7.46 1.01 -1.33
C 8.20 0.52 -2.56
O 7.31 -0.40 -3.19
H 7.50 0.27 -0.52
H 7.83 1.96 -0.97
H 9.14 0.03 -2.31
H 8.39 1.34 -3.26

***

# 5
99
Properties=species:S:1:pos:R:3 method="wB97M-V/def2-TZVPD" multiplicity=1 e_tot_ev=-81466.6641 e_homo_ev=-10.22 homo_lumo_gap_ev=9.711 smiles="N#C[C@@H](c1ccncc1)[C@H](C#N)P(=O)(O)O.CCOC(=O)OC.CCOC(=O)OC.CCOC(=O)OC.CCOC(=O)OC.CCOC(=O)OC"
N 3.55 -0.74 -0.93
C 3.42 0.32 -1.31
C 3.23 1.64 -2.10
C 1.85 2.28 -1.80
C 1.06 2.99 -2.79
C -0.20 3.56 -2.41
N -0.87 3.54 -1.22
C -0.08 2.86 -0.33
C 1.21 2.26 -0.49
C 4.40 2.70 -1.77
C 4.43 3.72 -2.93
N 4.35 4.59 -3.66
P 6.08 1.89 -1.58
O 6.18 1.32 -0.21
O 6.32 0.67 -2.68
O 7.27 3.05 -1.67
H 3.32 1.45 -3.20
H 1.45 3.12 -3.82
H -0.73 4.13 -3.22
H -0.51 2.81 0.70
H 1.70 1.76 0.37
H 4.10 3.23 -0.83
H 5.88 0.91 -3.52
H 7.00 3.78 -2.26
C -1.52 3.08 -8.19
C -0.35 2.62 -9.02
O 0.62 3.67 -9.18
C 1.42 3.87 -8.13
O 1.40 3.26 -7.09
O 2.23 4.90 -8.41
C 3.07 5.28 -7.33
H -1.95 3.99 -8.60
H -2.30 2.31 -8.15
H -1.22 3.30 -7.16
H -0.69 2.36 -10.03
H 0.12 1.72 -8.61
H 3.63 4.43 -6.94
H 2.48 5.74 -6.54
H 3.78 6.02 -7.70
C 0.26 -1.47 0.56
C 1.35 -1.18 1.57
O 0.82 -0.51 2.73
C 0.18 -1.29 3.60
O 0.02 -2.48 3.51
O -0.28 -0.51 4.59
C -1.07 -1.20 5.56
H -0.29 -0.55 0.31
H 0.68 -1.89 -0.35
H -0.47 -2.17 0.96
H 2.08 -0.50 1.13
H 1.88 -2.09 1.86
H -0.55 -2.07 5.96
H -2.02 -1.50 5.11
H -1.28 -0.52 6.38
C -6.90 -0.04 8.40
C -6.86 0.89 7.21
O -5.78 0.54 6.33
C -5.99 -0.51 5.53
O -7.00 -1.18 5.49
O -4.89 -0.72 4.81
C -4.95 -1.88 3.98
H -5.93 -0.06 8.91
H -7.66 0.28 9.11
H -7.12 -1.06 8.10
H -6.67 1.91 7.54
H -7.81 0.89 6.67
H -5.83 -1.88 3.35
H -4.92 -2.78 4.60
H -4.07 -1.88 3.34
C 3.22 -3.67 4.63
C 2.07 -3.47 5.59
O 1.69 -4.71 6.20
C 2.47 -5.13 7.20
O 3.44 -4.56 7.62
O 2.00 -6.31 7.63
C 2.80 -6.91 8.65
H 2.99 -4.46 3.90
H 3.45 -2.75 4.09
H 4.13 -3.99 5.16
H 1.20 -3.12 5.03
H 2.30 -2.72 6.35
H 2.98 -6.23 9.48
H 3.75 -7.25 8.22
H 2.26 -7.78 9.02
C -2.17 -3.00 -5.82
C -1.69 -1.65 -6.30
O -2.50 -0.59 -5.78
C -2.26 -0.25 -4.50
O -1.43 -0.75 -3.79
O -3.12 0.71 -4.16
C -3.03 1.11 -2.79
H -3.24 -3.13 -6.04
H -1.61 -3.81 -6.29
H -2.06 -3.10 -4.74
H -1.77 -1.60 -7.39
H -0.64 -1.49 -6.05
H -2.01 1.37 -2.52
H -3.40 0.31 -2.15
H -3.66 1.99 -2.66